# 1
The following is a DFT calculation (ωB97M-V/def2-TZVPD) of an isolated molecule of C10H13N3.

Last column: natural (NBO) charge in e.
CARTESIAN COORDINATES (ANGSTROEM)
N -3.20823 -0.93916 1.44109  -0.2870
N -0.27267 -1.04018 -1.47593  -0.6299
N -3.14611 2.13570 -1.27728  -0.2848
C -0.52622 1.47541 0.93573  -0.3398
C 1.84957 1.27334 -0.01558  -0.1866
C 1.02364 -0.49877 1.50230  -0.6151
C -0.30306 0.16122 -0.71550  0.0456
C 0.65702 0.57767 0.48112  -0.1076
C -1.56603 0.63198 0.13008  -0.3217
C -2.41194 -0.26730 0.94450  0.2867
C -2.51508 1.39051 -0.65171  0.2916
C 2.76313 0.65541 -0.65856  -0.3739
C -0.50588 -2.34679 -0.81481  -0.4095
H 0.20550 -1.10836 1.82894  0.2178
H -0.25641 0.95125 -1.46241  0.2241
H -0.46921 1.55065 1.97792  0.2339
H 1.98352 2.41202 0.27616  0.2095
H 1.77550 -1.25932 1.14276  0.2212
H 2.69426 -0.40921 -0.88108  0.1994
H 0.54024 -2.69129 -0.43702  0.1948
H 1.48507 -0.07389 2.36936  0.2215
H 3.60590 1.15337 -1.05974  0.2040
H -1.17543 -2.22926 -0.05640  0.1851
H -0.87631 -1.01897 -2.34913  0.3787
H -1.04623 -2.94079 -1.53557  0.2100
H -0.30454 2.45477 0.36077  0.2319

As for the spin multiplicity: 1. As for the LUMO energy: 0.64 eV. The value obtained for the HOMO energy is -9.33 eV. The structure (SMILES) is C=C[C@@]1(C)CC(C#N)(C#N)[C@@H]1NC. For the energy above the lowest of the compared OMol25 structures with the same formula, charge and spin, the calculation gives 339.77 kJ/mol. The value obtained for the orbital gap is 9.968 eV.

=====

# 2
The following is a DFT calculation (ωB97M-V/def2-TZVPD) of a 2-piece molecular cluster, C10H13N3O2 overall.

Last column: natural (NBO) charge in e.
CARTESIAN COORDINATES (ANGSTROEM)
O 1.07799 -2.21221 1.89341  -0.5973
O -0.26968 -0.54291 1.49293  -0.5218
N -1.31281 0.69003 -4.51316  -0.4562
N 0.92377 1.16239 -4.86362  -0.4426
N 0.68546 0.63554 -1.40749  -0.5298
C -1.01294 0.94330 3.19951  -0.6224
C -0.27038 -2.35182 -0.08358  -0.7111
C -0.28734 1.01069 -5.26969  0.2354
C -1.10453 0.51677 -3.20120  0.0425
C 1.18513 1.03328 -3.57802  0.1685
C 0.29902 -1.66382 1.15996  0.7874
C 1.96767 0.91706 -1.57642  0.0307
C 2.34788 1.15545 -2.85948  -0.3326
C 0.11075 0.13450 2.65875  -0.0855
C 0.13321 0.69941 -2.65937  0.0231
H 0.85142 0.87158 2.34858  0.1739
H -1.43188 -2.43746 0.03189  0.2416
H 0.12860 0.60074 -0.49631  0.4416
H 0.46221 -0.37627 3.51035  0.2126
H -0.51838 1.01692 -6.27301  0.1716
H 3.36439 1.39185 -3.22419  0.2466
H -1.94963 0.34021 -2.59308  0.1880
H -1.54792 1.30056 2.28996  0.2089
H -1.97895 0.42140 3.65607  0.2143
H -0.60282 1.69485 3.82013  0.2220
H -0.05209 -1.64650 -1.01666  0.2385
H 2.42728 0.80096 -0.61429  0.2094
H 0.23289 -3.26664 -0.09671  0.2425

As for the spin multiplicity: 1. As for the LUMO energy: 0.47 eV. The value obtained for the HOMO energy is -9.04 eV. The structure (SMILES) is c1ncc2[nH]ccc2n1.CCOC(C)=O. For the energy above the lowest of the compared OMol25 structures with the same formula, charge and spin, the calculation gives 156.88 kJ/mol. The value obtained for the orbital gap is 9.507 eV.

=====

# 3
The following is a DFT calculation (ωB97M-V/def2-TZVPD) of C10H13N3OS as an isolated structure.

Last column: natural (NBO) charge in e.
CARTESIAN COORDINATES (ANGSTROEM)
S -3.77656 -3.21293 -0.89341  0.9401
O 3.47489 -0.47067 -0.47945  -0.5440
N -4.07673 -2.09618 0.22709  -0.6190
N -1.71383 2.01271 1.40449  -0.8219
N -2.42975 -2.61910 -1.53327  -0.6271
C 4.02529 -0.41512 0.82947  -0.2442
C -3.09641 -1.19437 0.13155  0.0889
C 2.05689 -0.42706 -0.48184  -0.0683
C -2.15581 -1.49433 -0.86886  0.1409
C 0.26474 1.43714 -0.49029  -0.4170
C -0.87604 0.47578 -0.31251  -0.0186
C -1.85996 0.78437 0.69577  0.1784
C -2.93290 -0.03255 0.92329  -0.2613
C 1.55261 0.86936 -1.10330  -0.4262
C -1.04801 -0.64024 -1.07466  -0.2195
H -2.57520 2.23983 1.87938  0.3712
H 1.46492 0.80093 -2.18284  0.2053
H -0.98509 1.96601 2.10586  0.3702
H -0.05810 2.28922 -1.08328  0.2334
H -3.64377 0.22418 1.69164  0.2192
H 3.82000 0.55844 1.27347  0.1611
H 2.33012 1.60954 -0.92653  0.2213
H 1.64254 -0.56290 0.51619  0.1668
H -0.35190 -0.89725 -1.85489  0.2211
H 3.62138 -1.20214 1.46388  0.1658
H 5.09243 -0.56120 0.72572  0.1940
H 1.71623 -1.27654 -1.06945  0.1838
H 0.51804 1.83506 0.48677  0.2056

As for the spin multiplicity: 1. As for the LUMO energy: -0.32 eV. The value obtained for the HOMO energy is -8.66 eV. For the energy above the lowest of the compared OMol25 structures with the same formula, charge and spin, the calculation gives 60.37 kJ/mol. The value obtained for the orbital gap is 8.341 eV.